22
Properties=species:S:1:pos:R:3:forces:R:3 method="wB97M-V/def2-TZVPD" de_lowest_kj_mol=80.76 homo_energy_ev=-10.464 smiles="C=O.O.O.O.O.O.O" homo_lumo_gap_ev=10.755 lumo_energy_ev=0.291
C 0.396870 0.302916 -0.923641 -1.8661 -0.2289 -1.7912
O -0.672824 -0.181291 -0.621535 0.3603 -0.0106 0.6169
H 0.419078 0.757747 -1.941758 0.8400 0.2111 0.6574
H 1.258985 0.177136 -0.288727 0.5892 0.3711 0.2628
O 2.793258 -1.141613 0.521619 0.4517 0.3565 0.1066
H 2.215070 -1.705346 0.012789 0.0808 -0.4653 -0.2140
H 2.944046 -1.626525 1.339751 -0.1334 0.0105 0.0304
O -6.914166 1.694020 -0.784074 0.4456 -0.2784 -0.0574
H -6.449112 2.531492 -0.747367 -0.1167 0.3641 0.0481
H -6.188453 1.079745 -0.962007 -0.3178 -0.0905 0.0062
O 4.072261 1.351113 -0.656897 0.1178 0.2568 0.7812
H 4.678944 1.488707 0.091050 -0.3419 -0.1947 -0.4620
H 3.324661 0.852636 -0.293543 0.3389 -0.0025 0.3660
O -3.897344 -0.159806 3.746083 -0.4359 -0.1260 -0.2500
H -4.789440 -0.508938 3.589499 0.3688 0.1068 0.1661
H -3.696471 0.309407 2.929023 0.0781 0.0156 0.0689
O 3.054537 0.403100 -2.887481 0.0844 -0.4518 -0.3213
H 3.576308 0.545915 -2.077088 0.2132 0.0819 -0.6983
H 3.665483 0.023241 -3.540702 -0.3378 0.2188 0.4509
O 0.271336 -2.362734 1.212527 0.8154 -0.4725 -0.2264
H -0.487794 -2.140324 1.754261 -0.1100 0.4279 -0.3421
H 0.424768 -1.690598 0.528219 -1.1246 -0.0999 0.8013